Below is a cluster of 19 separate species, C70H186N8O38 in total, with properties calculated with ωB97M-V with the def2-TZVPD basis set.

* F_max: 0.090 hartree/bohr
* E_tot: -165305.0919 eV
* ΔE to the lowest compared entry with this formula, charge and spin: 8.234 eV

Structure (ORCA input):
```
! RIJCOSX wB97M-V def2-TZVPD def2/J DEFGRID3
* xyz 0 1
C 0.694 -4.170 2.722
O 0.447 -3.003 2.110
C 0.583 -3.005 0.665
C 0.283 -1.546 0.280
N -1.083 -1.238 0.685
C -1.274 0.153 0.924
C -1.219 1.126 -0.284
O 0.149 1.329 -0.587
C 0.355 2.467 -1.467
H 1.593 -4.712 2.429
H -0.239 -4.730 2.651
H 0.894 -4.072 3.789
H -0.116 -3.656 0.142
H 1.631 -3.238 0.475
H 0.461 -1.398 -0.785
H 1.023 -0.988 0.855
H -1.113 -1.603 1.626
H -0.594 0.571 1.666
H -2.258 0.273 1.377
H -1.730 2.040 0.018
H -1.790 0.708 -1.114
H 1.416 2.647 -1.641
H 0.047 3.371 -0.943
H 0.157 2.472 -2.539
C -2.448 5.093 2.451
O -2.057 5.478 3.759
C -0.865 4.976 4.395
C -0.700 3.476 4.305
N 0.537 3.131 4.915
C 0.580 1.870 5.532
C 2.086 1.446 5.987
O 2.387 2.369 6.992
C 3.630 2.260 7.636
H -1.623 5.336 1.781
H -3.217 5.790 2.119
H -2.845 4.085 2.333
H -0.841 5.454 5.374
H -0.027 5.450 3.886
H -0.515 3.113 3.294
H -1.582 2.960 4.684
H 0.936 3.741 5.613
H 0.321 1.005 4.922
H -0.118 1.776 6.364
H 2.844 1.461 5.205
H 2.111 0.451 6.430
H 3.794 1.220 7.920
H 3.757 2.970 8.453
H 4.421 2.472 6.917
C 8.616 6.100 -10.513
O 7.859 5.923 -9.343
C 8.309 6.592 -8.164
C 8.013 5.803 -6.874
N 6.536 6.077 -6.392
C 5.942 4.897 -5.816
C 4.678 5.312 -5.025
O 4.931 6.296 -4.020
C 3.944 6.464 -3.089
H 9.609 5.653 -10.479
H 8.640 7.171 -10.717
H 8.087 5.600 -11.323
H 8.088 7.655 -8.259
H 9.379 6.539 -8.370
H 8.736 6.084 -6.108
H 8.152 4.756 -7.143
H 6.022 6.294 -7.234
H 6.652 4.254 -5.295
H 5.704 4.226 -6.641
H 4.304 4.380 -4.602
H 3.841 5.683 -5.617
H 2.979 6.781 -3.484
H 4.210 7.236 -2.367
H 3.874 5.642 -2.378
C -0.245 -7.983 5.973
O -1.655 -7.681 5.865
C -1.998 -6.643 4.937
C -3.401 -6.003 5.293
N -3.296 -5.458 6.702
C -4.696 -5.025 6.941
C -4.908 -4.483 8.428
O -5.038 -5.537 9.362
C -5.236 -5.109 10.765
H 0.257 -7.891 5.010
H -0.017 -8.800 6.657
H 0.361 -7.378 6.647
H -1.938 -7.059 3.931
H -1.148 -5.960 4.926
H -4.052 -6.860 5.119
H -3.408 -5.294 4.465
H -3.159 -6.320 7.210
H -5.507 -5.743 6.820
H -4.920 -4.229 6.230
H -5.808 -3.871 8.362
H -4.203 -3.766 8.849
H -4.281 -4.904 11.248
H -5.725 -5.844 11.405
H -5.778 -4.164 10.808
C 6.602 -0.609 -2.361
O 5.422 -0.361 -1.564
C 5.639 -0.285 -0.183
C 4.493 0.100 0.623
N 4.304 1.569 0.529
C 3.151 1.866 1.370
C 2.666 3.256 1.029
O 3.111 4.400 1.730
C 4.479 4.721 1.669
H 6.896 -1.657 -2.419
H 7.477 0.010 -2.163
H 6.624 -0.151 -3.350
H 6.433 0.446 -0.032
H 6.024 -1.230 0.200
H 4.473 -0.307 1.634
H 3.557 -0.256 0.192
H 4.120 1.835 -0.428
H 3.448 1.952 2.415
H 2.294 1.193 1.328
H 1.582 3.325 1.122
H 2.958 3.556 0.023
H 4.682 5.573 2.318
H 4.641 5.107 0.662
H 5.219 3.947 1.869
C -1.131 5.861 -5.308
O -0.969 5.963 -6.735
C -1.712 7.116 -7.274
C -0.985 7.785 -8.484
N -1.718 8.984 -9.015
C -0.882 9.584 -10.113
C -1.296 11.057 -10.241
O -1.122 11.747 -8.988
C -1.348 13.133 -9.262
H -0.877 4.874 -4.922
H -2.168 5.939 -4.980
H -0.526 6.632 -4.831
H -1.870 7.884 -6.516
H -2.692 6.713 -7.526
H -0.937 6.942 -9.173
H -0.009 8.068 -8.089
H -1.933 9.783 -8.436
H -1.079 8.994 -11.009
H 0.165 9.502 -9.822
H -2.349 11.047 -10.520
H -0.545 11.520 -10.881
H -0.905 13.704 -8.446
H -2.397 13.400 -9.389
H -0.725 13.495 -10.080
C -2.954 -5.815 -4.214
O -1.837 -5.043 -4.686
C -1.803 -4.842 -6.080
C -0.652 -3.917 -6.423
N -0.875 -2.543 -5.996
C -2.033 -1.958 -6.660
C -2.319 -0.429 -6.331
O -2.474 -0.453 -4.957
C -3.180 0.685 -4.457
H -3.985 -5.461 -4.211
H -2.934 -5.970 -3.135
H -2.852 -6.865 -4.487
H -2.806 -4.492 -6.323
H -1.655 -5.833 -6.511
H -0.519 -3.955 -7.504
H 0.198 -4.262 -5.833
H -1.035 -2.624 -5.002
H -2.922 -2.521 -6.376
H -1.880 -1.932 -7.739
H -3.167 -0.016 -6.878
H -1.497 0.237 -6.596
H -2.620 1.608 -4.602
H -3.113 0.526 -3.381
H -4.228 0.637 -4.754
C -5.865 -2.409 3.493
O -6.274 -1.103 3.166
C -5.415 -0.380 2.382
C -6.014 1.033 2.126
N -6.428 1.834 3.241
C -6.761 3.131 2.697
C -7.399 3.904 3.907
O -8.221 5.032 3.512
C -9.418 4.694 2.855
H -6.610 -2.893 4.126
H -4.854 -2.393 3.900
H -5.802 -3.062 2.623
H -5.442 -0.814 1.382
H -4.465 -0.274 2.904
H -6.892 0.889 1.496
H -5.323 1.696 1.606
H -7.319 1.484 3.562
H -7.335 3.203 1.773
H -5.895 3.719 2.392
H -6.663 4.392 4.546
H -8.097 3.307 4.494
H -9.744 5.578 2.306
H -10.134 4.488 3.651
H -9.181 3.861 2.193
C 2.629 -6.491 8.662
C 2.529 -8.010 9.051
O 3.845 -8.524 9.465
O 3.598 -6.168 7.647
H 2.862 -5.838 9.503
H 1.692 -6.212 8.182
H 2.236 -8.624 8.199
H 1.737 -8.096 9.794
H 3.761 -8.612 10.418
H 4.389 -6.684 7.818
C 4.024 -4.660 -3.683
C 4.971 -4.250 -4.835
O 6.020 -3.506 -4.281
O 4.592 -5.698 -2.918
H 2.992 -4.891 -3.946
H 4.052 -3.789 -3.029
H 4.637 -3.747 -5.743
H 5.413 -5.178 -5.199
H 6.737 -3.469 -4.918
H 5.473 -5.383 -2.700
C 0.503 6.095 -0.540
C 0.298 5.720 -2.014
O -1.089 5.168 -2.185
O -0.632 6.713 0.024
H 1.167 6.958 -0.586
H 0.869 5.292 0.101
H 1.136 5.186 -2.462
H 0.326 6.683 -2.523
H -1.602 5.979 -2.196
H -0.521 6.721 0.978
C -4.277 -5.356 0.449
C -3.336 -6.412 0.955
O -3.522 -6.636 2.376
O -4.246 -4.956 -0.947
H -4.281 -4.426 1.018
H -5.341 -5.583 0.508
H -2.402 -6.006 0.564
H -3.561 -7.354 0.454
H -4.054 -7.432 2.446
H -3.795 -4.125 -1.111
C 5.662 -7.586 1.279
C 4.306 -7.632 0.582
O 3.472 -6.699 1.253
O 6.151 -6.274 1.109
H 6.336 -8.391 0.984
H 5.656 -7.788 2.350
H 3.713 -8.546 0.621
H 4.409 -7.325 -0.459
H 2.772 -6.406 0.665
H 5.335 -5.781 1.226
C -3.710 3.793 -1.661
C -5.188 3.117 -1.652
O -5.237 1.885 -0.913
O -2.826 2.961 -2.453
H -3.187 3.954 -0.718
H -3.812 4.845 -1.927
H -5.282 2.892 -2.714
H -5.912 3.907 -1.456
H -4.614 1.277 -1.318
H -2.042 3.514 -2.491
C -3.766 -1.418 6.630
C -2.329 -1.934 6.347
O -1.876 -3.009 7.162
O -3.730 -0.826 7.971
H -4.463 -2.253 6.556
H -4.142 -0.621 5.989
H -1.593 -1.145 6.504
H -2.171 -2.215 5.306
H -2.062 -3.900 6.857
H -3.234 -1.436 8.522
C 2.812 0.135 -3.949
C 3.579 1.448 -3.876
O 3.757 1.771 -2.419
O 2.565 -0.246 -5.266
H 1.809 0.251 -3.539
H 3.293 -0.681 -3.408
H 3.013 2.268 -4.319
H 4.547 1.364 -4.369
H 4.043 1.031 -1.879
H 2.375 0.556 -5.760
C -3.654 -1.442 -1.497
C -5.133 -1.648 -2.061
O -6.108 -1.297 -1.145
O -3.148 -2.465 -0.559
H -3.554 -0.544 -0.887
H -2.955 -1.453 -2.333
H -5.248 -2.688 -2.369
H -5.221 -1.115 -3.008
H -5.777 -1.388 -0.248
H -2.232 -2.301 -0.323
C 0.288 -8.591 -0.892
C 0.453 -7.165 -0.257
O 1.694 -6.550 -0.714
O -0.117 -8.399 -2.239
H -0.588 -9.082 -0.469
H 1.141 -9.269 -0.913
H 0.549 -7.226 0.828
H -0.403 -6.542 -0.514
H 1.650 -6.754 -1.652
H -0.042 -9.250 -2.678
C 3.620 -2.445 6.395
C 4.482 -2.100 7.614
O 5.895 -2.278 7.314
O 3.799 -3.822 5.914
H 4.021 -1.886 5.550
H 2.589 -2.198 6.646
H 4.283 -2.708 8.496
H 4.341 -1.075 7.955
H 5.968 -3.162 6.946
H 3.370 -4.403 6.546
*
```



Below is an isolated molecule of C5H6O2S, with properties calculated with ωB97M-V with the def2-TZVPD basis set.

* F_max: 0.119 hartree/bohr
* E_tot: -20208.0135 eV
* ΔE to the lowest compared entry with this formula, charge and spin: 4.193 eV
* structure (SMILES): C[C@@]1(C=S)OCC1=O

Structure (ORCA input):
```
! RIJCOSX wB97M-V def2-TZVPD def2/J DEFGRID3
* xyz 0 1
C -0.467 1.495 0.906
C -0.330 0.306 -0.076
C -1.451 -0.418 -0.794
S -2.931 -0.623 -0.144
O 0.963 0.488 -0.832
C 1.410 -0.906 -0.562
C 0.327 -0.996 0.401
O 0.222 -1.913 1.217
H -0.405 2.537 0.275
H 0.594 1.669 1.267
H -1.219 1.794 1.705
H -0.847 -0.855 -1.691
H 2.533 -0.895 -0.364
H 1.602 -1.683 -1.307
*
```



| no. | Kohn-Sham gap (eV) |
| --- | --- |
| 1 | 8.85 |
| 2 | 8.07 |